A 13-piece molecular cluster, C17H51FN13O26P2 overall at a distorted geometry. Source: the OMol25 dataset; level of theory: wB97M-V/def2-TZVPD.

Last column: Löwdin charge in e.
Geometry (Å):
N: 0.44166 2.05628 -0.36653  -0.310
P: 1.58685 0.95592 -0.64347  0.788
C: 1.23513 -0.14122 -2.14787  -0.454
O: -0.09021 0.21284 -2.54971  -0.417
P: 0.03628 1.42704 -3.82516  0.369
O: 1.49931 0.70142 -4.45304  -0.389
C: 2.15828 -0.04433 -3.45055  -0.383
C: 3.61823 0.49139 -3.33627  -0.141
C: 4.70539 -0.59496 -3.00851  -0.160
C: 5.89319 -0.59719 -3.99365  -0.192
F: 7.11392 -0.85740 -3.33758  -0.102
H: 0.84979 2.99227 -0.37533  -0.064
H: 2.82648 1.65157 -0.76373  -0.002
H: 1.62593 0.09110 0.49289  -0.017
H: 1.09084 -1.16633 -1.75921  0.081
H: 0.20676 2.40983 -4.88782  -0.061
H: -0.65826 0.60472 -4.80480  -0.051
H: -1.26459 1.86061 -3.37445  -0.051
H: 0.69293 2.40045 -2.98576  -0.027
H: 2.14184 -1.09960 -3.82691  0.135
H: 3.87065 0.88678 -4.34644  0.105
H: 3.71345 1.36161 -2.65795  0.083
H: 4.23852 -1.58366 -2.88109  0.065
H: 5.13089 -0.33342 -2.01194  0.115
H: 5.96403 0.35865 -4.55559  0.109
H: 5.81798 -1.38478 -4.77226  0.122
C: -0.27598 4.94271 2.92760  0.028
N: 0.71423 4.63118 1.87555  -0.452
O: 0.42367 4.92020 0.74040  0.055
O: 1.73880 4.08909 2.22610  0.053
H: -1.13910 5.41082 2.46522  0.097
H: -0.54041 3.98608 3.36468  0.055
H: 0.18767 5.61193 3.64908  0.097
C: -2.01757 1.09245 1.30093  0.043
N: -2.29362 1.52204 2.69852  -0.415
O: -3.12203 0.90601 3.33849  0.043
O: -1.66294 2.46956 3.10366  0.046
H: -2.64756 0.23937 1.07108  0.092
H: -2.24318 1.93115 0.64723  0.103
H: -0.96425 0.82925 1.23912  0.066
C: 1.78156 -4.85116 -1.87768  0.035
N: 2.73616 -3.72774 -2.05170  -0.432
O: 3.49208 -3.77136 -2.99845  0.064
O: 2.68749 -2.83855 -1.22823  0.047
H: 1.93529 -5.56632 -2.67882  0.092
H: 1.98261 -5.30460 -0.91006  0.106
H: 0.77743 -4.43932 -1.91702  0.067
C: 9.66954 -0.01621 -4.83276  0.046
N: 10.69953 -0.36219 -5.84568  -0.447
O: 10.44511 -0.14128 -7.00670  0.077
O: 11.73624 -0.84684 -5.43754  0.031
H: 8.80828 0.40310 -5.34060  0.094
H: 9.40067 -0.92976 -4.30968  0.094
H: 10.11058 0.70927 -4.15417  0.105
C: -5.19750 1.12270 5.37429  0.033
N: -6.58638 1.01099 5.89079  -0.447
O: -6.73498 0.67372 7.04446  0.056
O: -7.48198 1.27049 5.11794  0.051
H: -4.50806 0.86525 6.17099  0.099
H: -5.10156 0.43385 4.54176  0.084
H: -5.04944 2.14959 5.05161  0.100
C: -8.92409 4.68867 3.99907  0.044
N: -7.51215 5.14835 4.01378  -0.460
O: -7.21629 6.02811 4.79457  0.051
O: -6.75279 4.60958 3.24465  0.073
H: -9.48107 5.25717 4.73651  0.093
H: -9.31661 4.86043 3.00024  0.101
H: -8.92415 3.62915 4.24596  0.090
C: -7.01976 2.90733 9.55415  0.029
N: -7.28097 3.39380 10.93224  -0.454
O: -8.10990 2.80849 11.59125  0.069
O: -6.63887 4.35341 11.30571  0.048
H: -7.65944 2.05346 9.35680  0.090
H: -7.24323 3.72334 8.87275  0.101
H: -5.97568 2.62647 9.49897  0.075
C: -4.22295 5.76607 8.39626  0.056
N: -3.70104 4.39132 8.19498  -0.438
O: -2.50673 4.25249 8.09301  0.091
O: -4.52029 3.49720 8.14861  0.029
H: -3.38532 6.45501 8.41788  0.096
H: -4.88747 5.98838 7.56447  0.101
H: -4.75996 5.77556 9.34284  0.096
C: -2.77384 -6.59039 -2.03895  0.044
N: -1.36029 -6.15417 -2.16683  -0.425
O: -1.02440 -5.15765 -1.56321  0.055
O: -0.63500 -6.82498 -2.86730  0.072
H: -3.29182 -5.90160 -1.39034  0.058
H: -3.20777 -6.58510 -3.03598  0.106
H: -2.77030 -7.59153 -1.61623  0.104
C: 1.16199 -0.54738 -7.63513  0.045
N: 2.17152 -0.93386 -8.65493  -0.462
O: 1.90988 -0.71918 -9.82063  0.046
O: 3.19535 -1.44050 -8.25304  0.052
H: 0.30667 -0.11142 -8.13978  0.093
H: 0.87567 -1.44777 -7.09886  0.102
H: 1.62610 0.17626 -6.96673  0.091
C: 11.73838 -3.85194 -6.24837  0.041
N: 11.41607 -5.12567 -5.55583  -0.460
O: 10.46332 -5.75737 -5.95438  0.066
O: 12.13405 -5.44569 -4.63481  0.058
H: 11.01757 -3.69681 -7.04472  0.098
H: 11.68063 -3.05531 -5.51437  0.070
H: 12.74431 -3.94379 -6.64901  0.104
C: -5.80358 -5.91570 2.01036  0.049
N: -4.80521 -6.29891 0.98081  -0.442
O: -5.07631 -6.07137 -0.17892  0.054
O: -3.78433 -6.81403 1.37143  0.079
H: -6.65908 -5.46915 1.51465  0.095
H: -6.08991 -6.82040 2.54017  0.101
H: -5.32658 -5.20344 2.67853  0.104

Atoms 1-2, force components in eV/Å:
N 1.023 -0.846 0.309
P -1.644 2.149 -0.045

The calculation puts the LUMO energy at 0.85 eV. As for the total charge: -1. As for the multiplicity: 1. As for the HOMO energy: -4.120 eV. For the total energy, the calculation gives -4127.746081 Ha.

C4H6Cl2NO as an isolated structure at a distorted geometry. Source: the OMol25 dataset; level of theory: wB97M-V/def2-TZVPD.

Last column: Löwdin charge in e.
Geometry (Å):
C: -0.10392 -0.10246 0.00809  -0.465
C: 1.41190 -0.19871 0.07324  -0.936
C: -1.10593 -1.23043 0.57627  -0.020
C: -0.62143 1.29777 -0.11385  -0.119
N: 0.81999 -0.62550 -1.03683  -0.270
O: 0.86630 -0.69536 -2.29079  -0.151
Cl: 2.30096 -1.20290 1.10083  0.626
Cl: 2.42347 1.81614 0.29135  -0.032
H: -0.34233 -1.69443 1.27399  0.052
H: -1.29434 -1.81921 -0.40021  0.101
H: -1.90636 -0.61731 0.96087  0.043
H: 0.03605 1.93400 -0.66378  0.014
H: -0.88965 1.82582 0.84929  0.089
H: -1.59471 1.31260 -0.62848  0.068

Atoms 1-2, force components in eV/Å:
C 0.173 -0.245 -0.295
C -2.019 -1.063 -1.417

The calculation puts the LUMO energy (alpha / beta) at 3.46 / 3.46 eV. As for the total charge: -1. The value obtained for the energy above the lowest of the compared OMol25 structures with the same formula, charge and spin is 78.3 kJ/mol. As for the multiplicity: 1. As for the HOMO energy (alpha / beta): -3.102 / -3.100 eV. For the total energy, the calculation gives -1206.288482 Ha.

One molecule with the formula C19H30O4S2 at a distorted geometry. Source: the OMol25 dataset; level of theory: wB97M-V/def2-TZVPD.

Last column: Löwdin charge in e.
Geometry (Å):
C: -4.45807 -3.83487 1.61084  -0.114
C: -4.55075 -2.62942 0.68207  -0.258
C: -3.23687 -1.85734 0.56237  -0.260
C: -2.14028 -2.66324 -0.10759  -0.316
H: -1.80901 -3.48562 0.52559  0.081
H: -2.44489 -3.06026 -1.07348  0.093
S: -0.62778 -1.62749 -0.38407  0.970
O: -0.69643 -0.54851 0.60727  -0.567
C: -1.19518 -0.93062 -2.01606  -0.239
H: -1.08834 -1.75635 -2.71659  0.100
H: -2.23260 -0.61913 -1.93455  0.081
C: -0.29657 0.24630 -2.40543  -0.371
C: -0.95805 1.59092 -2.16221  -0.209
H: -0.21363 2.37868 -2.21889  0.094
H: -1.76172 1.76015 -2.87503  0.112
S: -1.74567 1.62925 -0.47171  0.943
O: -3.12187 1.18434 -0.73845  -0.512
C: -1.88053 3.47543 -0.40461  -0.311
C: -0.53274 4.12022 -0.12085  -0.257
C: 0.33533 3.28486 0.82389  -0.283
C: -0.33563 3.01601 2.16471  -0.104
H: -1.18757 2.35219 2.04393  0.054
H: -0.67188 3.94554 2.62037  0.077
H: 0.36606 2.53612 2.84227  0.073
H: 0.57899 2.33307 0.34975  0.072
H: 1.27326 3.82073 0.99038  0.111
H: -0.69383 5.10975 0.31668  0.112
H: 0.01397 4.27155 -1.05514  0.100
H: -2.33000 3.82605 -1.33067  0.091
H: -2.58322 3.65199 0.40816  0.090
H: -0.00108 0.15112 -3.46240  0.157
O: 0.89782 0.23379 -1.61911  -0.045
C: 1.81958 -0.69824 -1.91959  -0.476
O: 1.73038 -1.43127 -2.87532  0.122
C: 2.93450 -0.68752 -0.95319  -0.126
C: 2.76091 -0.19165 0.33729  0.000
C: 3.82090 -0.20311 1.22145  -0.027
C: 5.06532 -0.69962 0.84454  -0.272
C: 5.22384 -1.20363 -0.44251  -0.035
C: 4.16983 -1.20537 -1.33367  -0.002
H: 4.28598 -1.59683 -2.33299  0.120
H: 6.18307 -1.59848 -0.74501  0.112
C: 6.20189 -0.71973 1.81863  -0.050
H: 6.15144 0.13331 2.49134  0.078
H: 7.15878 -0.71001 1.30253  0.076
H: 6.15339 -1.62610 2.42304  0.087
H: 3.68391 0.17696 2.22346  0.114
H: 1.79197 0.16981 0.64387  0.098
H: -2.89224 -1.55994 1.55425  0.115
H: -3.41701 -0.93901 0.00047  0.079
H: -5.31129 -1.94536 1.06293  0.108
H: -4.87047 -2.95814 -0.30977  0.107
H: -4.09272 -3.53186 2.58956  0.075
H: -5.43782 -4.29019 1.73733  0.068
H: -3.78539 -4.58924 1.20992  0.063

Atoms 1-2, force components in eV/Å:
C -0.126 0.134 -0.189
C 0.212 -0.074 0.140

The calculation puts the LUMO energy at 0.66 eV. The value obtained for the energy above the lowest of the compared OMol25 structures with the same formula, charge and spin is 37.3 kJ/mol. As for the multiplicity: 1. As for the HOMO energy: -8.403 eV. For the total energy, the calculation gives -1839.280842 Ha.

C11H24Br4NO as an isolated structure at a distorted geometry. Source: the OMol25 dataset; level of theory: wB97M-V/def2-TZVPD.

Last column: Löwdin charge in e.
Geometry (Å):
C: -0.16160 4.16884 0.97335  -0.074
C: -1.05299 3.10728 1.60353  -0.274
O: -0.64595 1.82346 1.15758  -0.423
C: -1.75421 1.04452 0.69473  -0.325
C: -1.45072 0.05494 -0.46183  -0.198
C: -0.02063 -0.03846 -1.01676  -0.254
C: 0.18869 0.83697 -2.27089  -0.247
C: -0.57990 2.16504 -2.27905  -0.502
N: -1.68306 2.12224 -3.23197  -0.195
H: -0.50133 5.15838 1.29267  0.069
H: 0.88011 4.03185 1.26207  0.073
H: -0.21963 4.14407 -0.11417  0.062
H: -2.09023 3.33642 1.36639  0.114
H: -0.86431 3.16056 2.68445  0.111
H: -2.58928 1.66341 0.36271  0.111
H: -2.12190 0.46272 1.54459  0.058
H: -2.10251 0.27937 -1.30981  0.093
H: -1.73180 -0.93956 -0.10107  0.088
H: 0.75609 0.13155 -0.27889  0.037
H: 0.12824 -1.07945 -1.32968  0.040
H: 1.25987 1.06294 -2.33463  0.084
H: -0.10643 0.28632 -3.16407  0.053
H: 0.13646 2.95967 -2.59006  0.070
H: -0.92285 2.44812 -1.26954  0.048
H: -1.89455 3.09265 -3.46766  -0.129
Br: -1.36204 -2.18589 4.92327  0.577
C: 0.28748 -2.45461 3.91631  -0.695
C: 1.01161 -1.15413 3.67554  -0.647
Br: 0.17686 -0.06893 2.26951  1.027
H: 0.01116 -2.95335 2.99272  0.044
H: 0.88183 -3.13168 4.52806  0.047
H: 2.02376 -1.35695 3.32627  0.051
H: 1.05382 -0.52938 4.56229  0.042
Br: 0.13585 -4.33911 -0.89143  0.607
C: 1.65742 -4.66930 -2.05863  -0.705
C: 2.38280 -3.39592 -2.40440  -0.702
Br: 1.42460 -2.35047 -3.72810  0.668
H: 1.27581 -5.18306 -2.93476  0.044
H: 2.30770 -5.33868 -1.49875  0.050
H: 3.34656 -3.62165 -2.85675  0.051
H: 2.52922 -2.75073 -1.54314  0.051

Atoms 1-2, force components in eV/Å:
C -0.168 0.167 -0.228
C 1.354 0.472 0.176

The calculation puts the LUMO energy at 2.27 eV. As for the total charge: -1. As for the multiplicity: 1. As for the HOMO energy: -1.082 eV. For the total energy, the calculation gives -10859.463381 Ha.